*1*
Computed, not measured: C3H8N2O in the gas phase, with ωB97M-V/def2-TZVPD.

- net charge = 0
- SMILES = [H]/N=C(/C)CNO
- molar mass (g mol⁻¹) = 88.110
- E_LUMO (eV) = 0.85
- gap between HOMO and LUMO (eV) = 10.17

CARTESIAN COORDINATES (ANGSTROEM)
H: 2.37067 0.45644 -0.13004
N: 1.79955 -0.17273 -0.69832
C: 0.59000 -0.28499 -0.28657
C: -0.35647 -1.22620 -0.97868
C: 0.16942 0.22347 1.19052
N: -1.00421 1.03208 1.02752
O: -0.86991 1.58781 -0.46281
H: -0.77960 -0.72213 -1.85060
H: 0.18326 -2.11292 -1.32016
H: -1.17580 -1.54188 -0.33185
H: 0.99091 0.82254 1.59039
H: -0.00587 -0.66929 1.79533
H: -1.81803 0.43321 0.87309
H: -0.09393 2.17460 -0.41781

*2*
Computed, not measured: C3H8N2O in the gas phase, with ωB97M-V/def2-TZVPD.

- net charge = 0
- SMILES = C=NNCCO
- molar mass (g mol⁻¹) = 88.110
- E_LUMO (eV) = 0.41
- gap between HOMO and LUMO (eV) = 9.73

CARTESIAN COORDINATES (ANGSTROEM)
C: -1.63574 0.69006 -1.29306
N: -0.59743 0.92875 -0.45095
N: -0.67620 0.47976 0.91937
C: 0.72777 0.25510 1.18771
C: 1.22705 -0.88318 0.21723
O: 1.22506 -0.70855 -1.33568
H: -2.60840 0.11780 -0.90516
H: -1.92245 1.51448 -2.22058
H: -1.29220 -0.56561 1.02507
H: 1.08894 0.04182 2.10581
H: 1.04587 1.43546 1.06300
H: 0.68323 -1.88613 0.52191
H: 2.24307 -1.17746 0.67847
H: 0.49143 -0.24231 -1.51313

*3*
Computed, not measured: C3H8N2O in the gas phase, with ωB97M-V/def2-TZVPD.

- net charge = 0
- SMILES = C=CCN(N)O
- molar mass (g mol⁻¹) = 88.110
- E_LUMO (eV) = 0.97
- gap between HOMO and LUMO (eV) = 10.53

CARTESIAN COORDINATES (ANGSTROEM)
C: 1.93052 -0.25605 -0.71585
C: 1.39421 0.61528 0.11478
C: -0.07379 0.86550 0.28149
N: -0.88770 -0.11421 -0.41025
N: -0.80220 -1.34687 0.21065
O: -2.23233 0.35733 -0.48837
H: 2.99741 -0.37771 -0.79158
H: 1.31741 -0.87736 -1.34234
H: 2.01340 1.24186 0.74410
H: -0.32009 1.84274 -0.14729
H: -0.31646 0.89468 1.36288
H: -1.23859 -2.05321 -0.37019
H: -1.21313 -1.36764 1.15108
H: -2.56867 0.57567 0.40089

*4*
Computed, not measured: C3H8N2O in the gas phase, with ωB97M-V/def2-TZVPD.

- net charge = 0
- SMILES = NCCNC=O
- molar mass (g mol⁻¹) = 88.110
- E_LUMO (eV) = 0.84
- gap between HOMO and LUMO (eV) = 10.19

CARTESIAN COORDINATES (ANGSTROEM)
N: 0.34256 -0.61581 -1.99494
C: -0.46029 -0.62861 -0.76312
C: -0.54468 0.65538 0.05681
N: -0.14635 0.56179 1.44204
C: 0.96728 -0.18851 1.77479
O: 1.27050 -0.38062 2.92421
H: 0.79870 0.27974 -2.10251
H: -0.21919 -0.74198 -2.82557
H: -1.46204 -1.01851 -0.91741
H: 0.03466 -1.38741 -0.15411
H: -1.62198 0.87887 0.09695
H: -0.25713 1.59880 -0.42507
H: -0.31334 1.39511 1.97834
H: 1.61128 -0.40825 0.90959

The winner here is *4*, beating the second structure by 45.6 kcal/mol.

*1*
Computed, not measured: 2 unconnected molecules or ions with the total composition C3H8N2O, with ωB97M-V/def2-TZVPD.

- net charge = 0
- SMILES = CN=C=O.CN
- molar mass (g mol⁻¹) = 88.110
- E_LUMO (eV) = 0.89
- gap between HOMO and LUMO (eV) = 10.35

CARTESIAN COORDINATES (ANGSTROEM)
C: -1.73578 -1.49624 0.39963
N: -0.56113 -0.67823 0.21383
C: 0.57580 -1.14583 0.20047
O: 1.52557 -1.84694 0.27851
H: -1.47863 -2.53339 0.63638
H: -2.33423 -1.07542 1.21572
H: -2.33659 -1.46772 -0.51788
C: 0.41096 1.78535 -0.31922
N: 1.47585 0.77778 -0.33062
H: 0.71849 2.73944 -0.75984
H: -0.47884 1.41227 -0.84398
H: 0.09510 1.93854 0.71911
H: 1.91050 0.63566 -1.23637
H: 2.21295 0.95471 0.34429

*2*
Computed, not measured: 2 unconnected molecules or ions with the total composition C3H8N2O, with ωB97M-V/def2-TZVPD.

- net charge = 0
- SMILES = [H]/N=C/N.C=CO
- molar mass (g mol⁻¹) = 88.110
- E_LUMO (eV) = 1.00
- gap between HOMO and LUMO (eV) = 10.28

CARTESIAN COORDINATES (ANGSTROEM)
H: -1.86163 -0.29569 -2.55783
N: -1.17266 -0.21899 -1.81934
C: -0.00308 0.10411 -2.23359
N: 1.05793 0.07506 -1.40564
H: 0.18856 0.41388 -3.25767
H: 0.89666 -0.13794 -0.43132
H: 1.99991 0.23598 -1.70590
C: 0.96792 -0.13217 2.55350
C: -0.26855 -0.23672 2.10481
O: -0.70764 0.43782 0.99829
H: 1.20923 -0.63874 3.47350
H: 1.69308 0.45723 2.00950
H: -1.02662 -0.73412 2.69563
H: -1.06624 -0.15713 0.31452

*3*
Computed, not measured: C3H8N2O in the gas phase, with ωB97M-V/def2-TZVPD.

- net charge = 0
- SMILES = NCNCC=O
- molar mass (g mol⁻¹) = 88.110
- E_LUMO (eV) = 1.03
- gap between HOMO and LUMO (eV) = 10.24

CARTESIAN COORDINATES (ANGSTROEM)
N: 2.29502 0.03888 0.43256
C: 1.21130 0.36730 -0.48175
N: 0.03675 -0.41654 -0.14657
C: -1.24598 0.21920 -0.32896
C: -2.27865 -0.41754 0.57062
O: -3.45639 -0.22778 0.48709
H: 3.19135 0.13954 -0.02441
H: 2.22075 -0.91944 0.74882
H: 1.48185 0.18060 -1.51223
H: 1.02453 1.44809 -0.42489
H: 0.16026 -0.75237 0.80159
H: -1.27988 1.29525 -0.09167
H: -1.54400 0.11818 -1.37313
H: -1.81693 -1.07338 1.34293

The winner here is *1*, beating the second structure by 2.3 kcal/mol.

*1*
Computed, not measured: 2 unconnected molecules or ions with the total composition C4H13NO, with ωB97M-V/def2-TZVPD.

- net charge = 0
- SMILES = CCC.NCO
- molar mass (g mol⁻¹) = 91.154
- E_LUMO (eV) = 0.94
- gap between HOMO and LUMO (eV) = 10.89

CARTESIAN COORDINATES (ANGSTROEM)
C: 0.87632 -1.43424 1.90464
C: -0.20747 -0.33162 1.69895
C: -1.49265 -0.86537 0.99654
H: 1.36660 -1.66923 0.99969
H: 1.44176 -0.99428 2.72671
H: 0.39064 -2.37160 2.21362
H: -0.46666 0.09492 2.65292
H: 0.16959 0.43141 1.13502
H: -2.27127 -0.13154 0.86752
H: -2.00549 -1.67638 1.49736
H: -1.22095 -1.38217 0.10315
N: 1.42390 1.39437 -1.24836
C: 0.41419 0.34282 -1.60023
O: -0.98538 0.80072 -1.75758
H: 1.08045 1.98299 -0.50598
H: 1.69327 2.05384 -1.98364
H: 0.44741 -0.37450 -0.73688
H: 0.75490 -0.21326 -2.44123
H: -1.00691 1.81394 -1.72856

*2*
Computed, not measured: 2 unconnected molecules or ions with the total composition C4H13NO, with ωB97M-V/def2-TZVPD.

- net charge = 0
- SMILES = CCC.NCO
- molar mass (g mol⁻¹) = 91.154
- E_LUMO (eV) = 0.98
- gap between HOMO and LUMO (eV) = 10.36

CARTESIAN COORDINATES (ANGSTROEM)
C: -0.65491 -1.31859 1.00583
C: -1.77696 -0.42042 1.48458
C: -1.86137 0.80011 0.55714
H: 0.27585 -0.77488 0.86797
H: -0.47403 -2.10882 1.74162
H: -0.91145 -1.79117 0.06465
H: -2.69749 -1.00895 1.42401
H: -1.58445 -0.11735 2.51300
H: -2.67766 1.51188 0.62408
H: -1.61361 0.48943 -0.46066
H: -0.96542 1.39489 0.80638
N: 2.56531 0.44340 -0.65144
C: 1.68088 0.67585 -1.72220
O: 0.58657 -0.20607 -1.68232
H: 3.55209 0.51398 -0.79505
H: 2.18594 0.71863 0.23407
H: 2.21921 0.64257 -2.67094
H: 1.23364 1.65692 -1.54664
H: 0.91784 -1.10141 -1.79409

The winner here is *2*, beating the second structure by 10.9 kcal/mol.